The following is a quantum chemistry calculation of C12H18BI2LuO4 as an isolated structure, from the OMol25 dataset.

HOMO: -0.5039 Eh
Gap between HOMO and LUMO: 2.3 eV
E_tot: -71392.4446 eV
Total charge: +2
2S+1: 1

Element x y z (Å)
1 Lu -1.03484 5.89899 -2.40950
2 I 0.40793 -2.59052 4.19627
3 I 1.95777 -3.96833 1.38134
4 O 1.35527 -0.64446 -2.07658
5 O -3.65947 -0.32253 0.17204
6 O 0.96296 0.26307 0.04146
7 O -2.05753 -1.08169 -1.60727
8 C -0.76026 -1.63347 0.61295
9 C 0.79724 -1.19408 0.36395
10 C 1.90369 -1.74301 1.43749
11 C 0.61158 3.21449 -1.10996
12 C 1.47266 -1.74328 -1.06742
13 C -1.58154 -2.13962 -0.70745
14 C 1.71706 -1.27943 2.98513
15 C -2.95520 -0.12779 -0.94353
16 C -3.13609 1.34926 -1.68811
17 C 1.54906 2.05126 -1.86328
18 C 1.25741 0.27145 3.23169
19 C -0.33417 4.10864 -0.52368
20 B 0.92653 0.60433 -1.39585
21 H -0.24559 0.79180 -1.55791
22 H -3.44635 2.20070 -0.91809
23 H -2.12378 1.71030 -2.17357
24 H -2.55743 -2.69369 -0.30136
25 H 0.28032 0.50136 2.59806
26 H 2.97356 -1.39262 1.06988
27 H 1.15272 0.55649 4.36464
28 H 2.79253 -1.38236 3.49556
29 H -3.94638 1.30198 -2.53497
30 H -1.28100 -0.75309 1.19675
31 H 1.14106 -2.79180 -1.46559
32 H -0.75992 -2.55555 1.37103
33 H 2.65537 -1.88329 -1.03075
34 H -1.02240 -2.96529 -1.35096
35 H 1.39731 2.11413 -3.03834
36 H -1.17020 4.75322 0.02930
37 H 2.66655 2.21268 -1.55325
38 H 2.09356 0.98175 2.76990

Results of the Löwdin charge analysis, in e, for atoms 1 through 2:
1 Lu 1.21
2 I 0.91


The following is a quantum chemistry calculation of C53H52N10OSSbTl as an isolated structure, from the OMol25 dataset.

HOMO (alpha / beta): -0.4253 / -0.4253 Eh
Gap between HOMO and LUMO (alpha / beta): 2.8 / 2.8 eV
E_tot: -94799.4574 eV
Total charge: +2
2S+1: 1

Element x y z (Å)
1 Tl -0.38862 1.56752 -0.45406
2 Sb 2.07001 -1.96948 -2.27563
3 S 3.64560 0.07218 2.16049
4 O 2.73672 -0.87414 1.49696
5 N 0.55713 -0.24205 4.87289
6 N -2.66126 2.41707 -1.18373
7 N -2.16894 -3.43906 6.57047
8 N 0.10797 0.93996 3.03012
9 N -0.97575 -3.14930 6.21669
10 N -0.76718 -1.81257 6.29218
11 N 0.08931 2.51832 -2.85567
12 N -1.69304 3.84259 1.17780
13 N -0.90381 4.08142 -0.00112
14 N -1.01469 2.08073 -3.70082
15 C -4.77704 3.92907 -3.77851
16 C -3.04771 2.60880 -4.82855
17 C 0.04611 4.94674 0.41125
18 C -1.94555 -1.17994 6.73182
19 C 4.67339 -0.99264 -3.43024
20 C -3.42101 2.54951 -0.02028
21 C 0.01592 -0.26838 3.58829
22 C 0.55725 -1.37349 5.81558
23 C -0.09739 5.29049 1.73692
24 C 6.22455 -0.87178 1.98062
25 C -5.42259 1.94694 1.25000
26 C -2.85206 -2.21321 6.89024
27 C 4.17702 -1.51372 -6.13853
28 C -1.22969 4.62596 2.18523
29 C 3.22888 -1.88511 -5.15181
30 C -2.99687 2.89361 -2.37877
31 C 1.84775 -4.77753 -1.03660
32 C -4.21743 -1.93194 7.12226
33 C 6.18883 0.42657 1.19036
34 C 4.54547 -5.46429 -1.40234
35 C 5.59455 -0.56471 -4.38655
36 C 0.43564 -2.82571 -3.38755
37 C -2.82428 2.99405 1.19017
38 C -0.58503 -4.56667 -4.69629
39 C 2.76004 -3.86631 -1.53115
40 C -1.69346 -3.74417 -4.91919
41 C -4.14893 3.75745 -2.54333
42 C -1.73745 -2.47679 -4.33245
43 C 1.18209 1.99459 -3.43071
44 C -0.65601 -2.03683 -3.58080
45 C 4.78128 0.87781 0.89653
46 C 3.51390 -1.67319 -3.81299
47 C -0.43375 -1.49547 2.87182
48 C 5.00476 -0.94324 2.93349
49 C 0.46648 -4.10110 -3.91789
50 C 3.65557 -6.42992 -0.94850
51 C -4.71073 3.72054 -6.34631
52 C -4.56982 -0.59800 7.22493
53 C 0.87104 1.25291 -4.58746
54 C -2.37035 2.51948 -3.60857
55 C -5.57806 2.14969 3.75763
56 C 5.29056 -0.80171 -5.75981
57 C -3.59771 0.43579 7.12893
58 C -4.73960 2.12951 0.03163
59 C 0.77144 1.75270 3.93195
60 C -4.17883 3.36726 -4.97172
61 C 2.27277 -6.07117 -0.66764
62 C -3.52698 2.81851 2.41517
63 C -4.79317 2.30626 2.45985
64 C -0.51919 1.41307 -4.74825
65 C 1.03296 1.08521 5.07970
66 C 4.11041 -4.14443 -1.65861
67 C -2.25453 0.13975 6.91107
68 H -3.88813 4.28282 -6.84716
69 H 0.20316 -1.53689 1.99928
70 H 1.31266 -4.76630 -3.77178
71 H 4.42583 0.47186 -0.04187
72 H 0.79557 5.33181 -0.25882
73 H 1.53225 0.71274 -5.24708
74 H -0.55387 -5.56911 -5.10006
75 H 1.49916 1.49626 5.96549
76 H -1.47346 0.88647 6.87058
77 H -0.29324 -2.38548 3.49588
78 H 4.55204 -1.92278 3.05351
79 H 1.15460 -1.04346 6.66175
80 H 2.24687 -2.28575 -5.44511
81 H 5.98962 -0.42471 -6.48773
82 H -4.99892 2.84131 -6.94737
83 H -6.19658 3.07984 3.89266
84 H 2.10953 2.14351 -2.95708
85 H -2.66748 2.07857 -5.67728
86 H 4.64480 1.98803 0.91780
87 H 5.25968 -0.49575 3.90699
88 H -4.95268 2.03281 4.64487
89 H 6.72877 0.30103 0.21779
90 H -1.13049 0.99790 -5.55668
91 H 3.95079 -1.66909 -7.20786
92 H -1.64954 4.65876 3.16838
93 H 0.80885 -4.49528 -0.79035
94 H -4.53833 4.22783 -1.64873
95 H 0.99099 2.78512 3.64651
96 H 4.91271 -0.87990 -2.37164
97 H -0.70275 -0.98452 -3.21320
98 H -5.67242 4.54032 -3.94117
99 H 3.99953 -7.42543 -0.75633
100 H -2.51062 -4.06381 -5.57802
101 H -1.46562 -1.40988 2.52495
102 H 6.22384 -1.78065 1.31277
103 H 7.14456 -0.97688 2.54481
104 H -3.01187 3.06427 3.33454
105 H -5.59678 -0.37794 7.48921
106 H 6.44294 0.00963 -4.04739
107 H -6.46879 1.59272 1.20235
108 H 1.57314 -6.72130 -0.16127
109 H 6.73640 1.24906 1.72697
110 H -3.95446 1.47364 7.16231
111 H 4.79913 -3.35688 -1.97000
112 H 5.58003 -5.73285 -1.62016
113 H 0.58034 5.98910 2.21041
114 H 1.11826 -2.27382 5.40547
115 H -5.56796 4.38941 -6.29860
116 H -5.26666 1.98863 -0.91008
117 H -6.28376 1.31483 3.71322
118 H -4.87432 -2.80184 7.14714
119 H -2.55424 -1.70201 -4.44351

Results of the Löwdin charge analysis, in e, for atoms 1 through 2:
1 Tl 0.82
2 Sb 1.48


What is the E_tot in the first record? -71392.4446 eV